[1]
Density functional theory data (ωB97M-V/def2-TZVPD) for a cluster of 9 separate species, C24H71N5O9 in total at a distorted geometry.

Positions of all 109 atoms, in Å:
C 1.259343 4.303025 -0.754023
C 0.323899 3.116262 -0.451880
O -0.132621 3.273387 0.914828
H 0.798474 5.241352 -0.445395
H 1.527508 4.351551 -1.809402
H 2.184468 4.165295 -0.194323
H 0.764737 2.135264 -0.629084
H -0.528385 3.148452 -1.130609
H -0.793124 2.592391 1.061742
C -4.064391 0.594715 -0.259050
C -3.351012 1.835455 0.258014
O -2.341777 1.560749 1.189461
H -4.759848 0.273658 0.516424
H -3.389548 -0.195039 -0.589164
H -4.653765 0.977600 -1.092206
H -4.138703 2.464604 0.672521
H -2.922357 2.313386 -0.622860
H -2.864801 1.312363 1.955197
C -3.330932 2.901381 -6.268959
C -4.272873 1.916676 -5.487623
C -3.643921 1.469829 -4.153218
O -2.402013 0.758102 -4.400629
C -1.588947 0.464052 -3.260170
N -5.583357 2.525716 -5.414898
H -3.836913 3.371799 -7.112043
H -2.393798 2.452219 -6.597797
H -2.947826 3.698825 -5.632222
H -4.336534 1.059367 -6.157739
H -4.329924 0.853796 -3.571849
H -3.603599 2.276370 -3.421107
H -2.062710 -0.276486 -2.615768
H -1.274559 1.271087 -2.598393
H -0.627843 0.152531 -3.669239
H -6.247845 1.848394 -5.068792
H -5.922336 2.646020 -6.358673
C 5.249971 1.145267 5.198702
C 4.084639 0.940365 6.135350
C 2.797522 0.542155 5.403062
O 2.435009 1.574402 4.502082
C 1.147315 1.432573 3.868182
N 4.511285 -0.082559 7.055368
H 5.128813 2.067286 4.630093
H 5.426169 0.350213 4.474169
H 6.271443 1.212250 5.573121
H 3.853065 1.926834 6.537036
H 1.948388 0.373446 6.065349
H 3.047236 -0.386912 4.890637
H 0.400419 1.168635 4.616900
H 1.106788 0.627078 3.134935
H 0.833478 2.305650 3.296042
H 3.884262 -0.138002 7.845226
H 5.399227 0.070643 7.511646
C 4.018782 1.646265 1.197723
C 3.527936 0.801206 0.037348
C 4.434802 1.124825 -1.198262
O 4.356250 2.477834 -1.646500
C 5.029098 2.648453 -2.902051
N 3.572939 -0.577342 0.420621
H 3.823530 2.703529 1.018344
H 5.094634 1.605535 1.367976
H 3.440659 1.383262 2.083556
H 2.528300 1.152911 -0.217849
H 4.118066 0.510458 -2.041078
H 5.494267 0.996010 -0.976801
H 4.547955 2.062281 -3.684999
H 6.086312 2.416157 -2.773831
H 4.841917 3.651352 -3.285806
H 3.293043 -1.152744 -0.360841
H 2.817466 -0.660149 1.085826
C -6.716879 -1.799116 1.480961
C -6.293101 -3.075965 2.204659
C -4.775313 -2.940222 2.407000
O -4.074370 -2.870590 1.157061
C -2.636372 -2.498982 1.372801
N -6.883567 -3.123226 3.479410
H -6.106873 -0.937478 1.752203
H -7.777121 -1.593201 1.627861
H -6.563290 -1.897824 0.406362
H -6.466339 -3.948663 1.574990
H -4.432533 -3.809183 2.968713
H -4.643660 -2.068720 3.048287
H -2.035409 -3.152575 2.005066
H -2.513471 -1.469652 1.709634
H -2.150661 -2.469789 0.397435
H -6.550436 -2.313948 3.983595
H -7.842006 -2.820883 3.378969
C 0.905000 -2.422844 -2.525609
C 1.890102 -3.428691 -3.096922
C 2.712760 -4.128120 -1.928955
O 3.605944 -3.145039 -1.363924
C 4.612658 -3.702370 -0.493209
N 1.205247 -4.308318 -3.996831
H 0.131866 -2.185349 -3.256340
H 1.397914 -1.484838 -2.270099
H 0.361458 -2.710962 -1.625811
H 2.550090 -2.849109 -3.742372
H 3.354469 -4.868596 -2.406460
H 2.071927 -4.725288 -1.280241
H 5.319528 -2.964347 -0.114073
H 5.150041 -4.430585 -1.100681
H 4.185369 -4.268622 0.334379
H 1.822929 -4.929392 -4.499660
H 0.762478 -4.931760 -3.337003
O 1.322277 -1.637968 1.825633
H 1.740978 -2.154648 2.514082
H 0.752456 -2.259244 1.372242
O -0.185873 -0.313612 -0.227825
H 0.431072 -0.539949 0.468155
H -0.702439 0.406355 0.134169

Atoms 1-2, force components in eV/Å:
C 0.0 -0.9 0.3
C -0.2 1.1 0.3

Properties
E_LUMO = 0.0027 Ha
HOMO-LUMO gap = 8.9 eV
charge = 0
SMILES = COC[C@H](C)N.COC[C@H](C)N.COC[C@H](C)N.COC[C@H](C)N.COC[C@H](C)N.CCO.CCO.O.O

---

[2]
Density functional theory data (ωB97M-V/def2-TZVPD) for a cluster of 7 separate species, C24H72BrN6O6 in total at a distorted geometry.

Positions of all 109 atoms, in Å:
C -3.183327 3.662041 4.780979
C -3.131747 4.323291 3.403999
C -3.661517 5.788191 3.457469
O -2.768337 6.663181 4.161619
C -3.175747 7.999861 4.063609
N -1.721307 4.298131 2.871029
H -1.078777 4.584771 3.595659
H -1.560747 3.360361 2.532019
H -1.633457 4.939821 2.096039
H -2.939397 2.600871 4.831339
H -4.214937 3.493061 5.089729
H -2.592537 4.250611 5.482879
H -3.649047 3.659151 2.711589
H -4.672487 5.819421 3.863749
H -3.744457 6.253361 2.475209
H -2.372377 8.575641 4.523159
H -4.158187 8.200891 4.490819
H -3.263787 8.395131 3.051619
C 3.867943 4.285301 -1.126051
C 2.482993 4.713641 -0.613091
C 2.671413 6.028161 0.155169
O 1.372313 6.413991 0.597279
C 1.348363 7.526021 1.473079
N 1.572683 4.827561 -1.859401
H 0.598323 4.767931 -1.600251
H 1.815223 5.546601 -2.525931
H 1.730043 3.967031 -2.364201
H 4.550493 4.139801 -0.288751
H 4.211743 4.994751 -1.878781
H 3.697023 3.316891 -1.596221
H 1.965263 3.925021 -0.067071
H 3.145293 6.788951 -0.465111
H 3.256143 5.627661 0.983289
H 0.289833 7.697751 1.668369
H 1.780133 8.465961 1.129289
H 1.941503 7.193621 2.325019
C -4.439917 -3.953889 0.987359
C -4.450407 -2.884269 2.033209
C -3.197087 -2.952939 2.961789
O -3.177197 -1.949719 3.835269
C -2.456847 -2.082349 5.079849
N -4.387117 -1.479039 1.341439
H -4.824937 -0.868789 2.016719
H -3.515417 -1.153139 0.948959
H -4.998037 -1.271109 0.564499
H -3.676777 -3.820469 0.220599
H -5.373077 -4.026939 0.428799
H -4.136637 -4.935749 1.350779
H -5.426487 -2.890549 2.518319
H -2.265127 -2.905219 2.398529
H -3.251117 -3.872039 3.545269
H -1.404597 -2.263239 4.860439
H -2.821677 -2.926559 5.664919
H -2.606947 -1.220679 5.730309
C 1.635543 -5.032309 -3.347161
C 3.068333 -4.549709 -3.202981
C 4.061763 -5.566069 -3.845601
O 5.463283 -5.096139 -3.837121
C 6.414993 -5.681789 -4.679771
N 3.267993 -3.045929 -3.698101
H 3.147733 -2.951899 -4.696491
H 2.606683 -2.449789 -3.221241
H 4.154583 -2.616069 -3.476061
H 1.541123 -6.085169 -3.081331
H 1.149703 -4.596659 -4.220241
H 1.071763 -4.581919 -2.530211
H 3.304283 -4.452609 -2.143261
H 3.663983 -5.715779 -4.849331
H 3.991293 -6.483419 -3.261131
H 5.985873 -5.592769 -5.677781
H 6.548093 -6.717719 -4.367951
H 7.422293 -5.265289 -4.682651
C 3.030683 -3.512439 3.140019
C 4.056163 -2.496419 3.596739
C 5.398643 -3.239409 4.003919
O 6.247053 -3.486409 2.901809
C 7.466083 -4.023229 3.261089
N 4.361733 -1.426529 2.502829
H 4.990143 -0.694989 2.802919
H 4.997083 -1.822689 1.824969
H 3.517023 -1.140289 2.028869
H 2.825443 -4.321289 3.841249
H 3.339753 -3.987219 2.208809
H 2.019473 -3.107179 3.103619
H 3.604013 -2.057159 4.485959
H 5.144933 -4.123659 4.588589
H 5.911313 -2.499429 4.618479
H 7.879783 -3.466629 4.102009
H 8.161503 -3.934699 2.426429
H 7.369333 -5.045589 3.626489
C -3.221667 -0.574219 -7.214311
C -3.758417 -0.263589 -5.859551
C -5.164477 -0.733399 -5.490131
O -5.560597 -0.395609 -4.158661
C -6.977857 -0.174589 -4.159761
N -2.713507 -0.656569 -4.801621
H -1.743877 -0.465359 -5.009841
H -2.809127 -0.179429 -3.916581
H -2.930437 -1.618239 -4.581991
H -3.131947 -1.641979 -7.414161
H -2.326357 -0.064249 -7.569921
H -3.966277 -0.248999 -7.940881
H -3.812527 0.817881 -5.734641
H -5.305047 -1.813399 -5.534251
H -5.874407 -0.292229 -6.189761
H -7.422447 0.080521 -3.197801
H -7.418027 -1.119709 -4.477731
H -7.192447 0.757551 -4.682401
Br 0.144823 -0.185819 -0.228611

Atoms 1-2, force components in eV/Å:
C -0.1 -0.4 -0.1
C -0.9 0.2 1.0

Properties
E_LUMO = -0.3816 Ha
HOMO-LUMO gap = 7.6 eV
charge = +5

---

Summary of calculated total energy in Eh
-1907.74526 -4309.65007
(order as listed above)
Summary of E_HOMO in eV
-8.87 -17.98
(order as listed above)
Summary of energy above the lowest of the compared OMol25 structures with the same formula, charge and spin in kJ/mol
329.91 0.00
(order as listed above)